(1)
{
  "formula": "C29H76N5O15",
  "method": "ωB97M-V with the def2-TZVPD basis set",
  "e_homo_ev": -3.668,
  "charge": -1,
  "gap_ev": 5.70,
  "species": ["O", "O", "O", "O", "O", "O", "O", "O", "O", "O", "O", "O", "O", "O", "O", "N", "N", "N", "N", "N", "C", "C", "C", "C", "C", "C", "C", "C", "C", "C", "C", "C", "C", "C", "C", "C", "C", "C", "C", "C", "C", "C", "C", "C", "C", "C", "C", "C", "C", "H", "H", "H", "H", "H", "H", "H", "H", "H", "H", "H", "H", "H", "H", "H", "H", "H", "H", "H", "H", "H", "H", "H", "H", "H", "H", "H", "H", "H", "H", "H", "H", "H", "H", "H", "H", "H", "H", "H", "H", "H", "H", "H", "H", "H", "H", "H", "H", "H", "H", "H", "H", "H", "H", "H", "H", "H", "H", "H", "H", "H", "H", "H", "H", "H", "H", "H", "H", "H", "H", "H", "H", "H", "H", "H", "H"],
  "xyz": [[-23.3729, 17.5006, -8.9559], [-22.8471, 15.7619, -5.1549], [-21.1201, 22.1051, -8.9112], [-21.8482, 16.1044, -0.7983], [-24.6378, 19.4721, -3.7589], [-26.5465, 13.7837, -2.3876], [-22.4603, 21.0885, -4.1694], [-17.5953, 17.9867, -8.6411], [-15.4772, 15.9932, -8.6147], [-22.3536, 14.2895, -2.8016], [-18.3473, 16.9121, -3.9601], [-26.7483, 19.6564, -7.9102], [-22.1764, 19.7702, -1.5704], [-27.8055, 15.7331, -4.3828], [-22.4163, 13.4421, 0.0317], [-26.2280, 18.7236, -5.9974], [-21.6580, 21.4874, -6.8452], [-21.4494, 18.5969, -5.5702], [-19.2269, 15.6481, -2.3031], [-24.2797, 19.1428, -10.1954], [-24.4422, 11.5458, -9.3114], [-21.4631, 17.3862, -1.2431], [-15.4590, 17.2336, -7.8912], [-20.2197, 14.4306, -9.2194], [-20.7623, 21.8438, -7.7559], [-27.0233, 19.5314, -6.7133], [-22.4845, 13.1255, -9.1237], [-22.3699, 17.8332, -11.1070], [-22.8863, 18.5861, -5.1577], [-21.4238, 13.8478, -9.9539], [-23.7283, 21.6722, -4.2439], [-18.4999, 15.8038, -3.4122], [-20.5429, 19.0673, -4.4339], [-21.6560, 13.1689, -2.2448], [-26.0323, 14.2023, -3.6534], [-16.8687, 17.6162, -7.4850], [-22.5742, 18.4792, -1.2680], [-28.1142, 20.2622, -5.9987], [-23.5330, 12.4936, -10.1034], [-19.2705, 21.9401, -7.4355], [-19.4183, 13.4850, -8.3359], [-21.0835, 17.1899, -6.0598], [-17.8862, 14.6230, -4.0493], [-24.7978, 20.6502, -4.5391], [-21.4721, 16.0538, -5.1262], [-26.4323, 15.5730, -4.0332], [-21.3125, 19.5662, -6.7328], [-22.5534, 12.6173, -1.1048], [-23.4628, 18.0727, -10.0360], [-25.4652, 11.4555, -9.6737], [-28.6058, 19.6124, -5.2758], [-19.0942, 12.5597, -8.8187], [-24.1894, 13.2999, -10.4520], [-18.2486, 14.6471, -5.0735], [-15.0076, 17.9909, -8.5334], [-15.2890, 15.3021, -7.9757], [-14.7330, 17.1007, -7.0840], [-19.5350, 19.3224, -4.7399], [-23.1232, 12.1099, -11.0392], [-20.6842, 13.5326, -1.9149], [-20.6340, 18.5595, -3.4759], [-21.4830, 21.4092, -5.8465], [-25.7947, 20.9950, -4.2487], [-17.6977, 17.1575, -9.1262], [-21.8598, 19.1406, -7.5736], [-23.4276, 18.1297, -5.9784], [-26.0639, 14.2720, -1.7091], [-23.0772, 13.7810, -8.4894], [-23.7509, 19.4133, -3.3582], [-24.3832, 19.6524, -11.0517], [-23.0242, 18.0698, -4.2071], [-24.9444, 14.0770, -3.6233], [-23.3020, 18.1053, -2.0173], [-23.6981, 22.4423, -5.0251], [-21.5531, 16.9924, -7.0264], [-21.2372, 17.1695, -2.3116], [-20.8761, 15.1400, -5.1792], [-28.2681, 15.6160, -3.5425], [-26.4140, 13.4584, -4.3564], [-21.0906, 19.9980, -4.2475], [-17.3849, 16.7810, -6.9920], [-20.9662, 13.1553, -10.6701], [-23.6047, 12.5898, -1.4032], [-19.5272, 14.9330, -9.9044], [-16.8140, 14.7229, -3.8755], [-26.0714, 16.3328, -3.3305], [-21.5285, 12.3848, -2.9949], [-21.8405, 14.6448, -10.5725], [-23.8557, 22.2468, -3.3200], [-21.2701, 16.4511, -4.1213], [-22.9374, 17.6165, -12.0132], [-20.1780, 13.0941, -7.6469], [-18.1919, 13.7321, -3.4977], [-19.1995, 14.7930, -1.7837], [-21.8220, 18.7670, -11.2581], [-22.1911, 15.0028, -2.1549], [-25.9176, 15.7846, -4.9780], [-20.0061, 17.2563, -6.2090], [-23.1444, 18.3457, -0.3344], [-19.2829, 21.6283, -6.3818], [-22.1202, 12.2058, -8.6638], [-17.0440, 18.4216, -6.7676], [-20.5852, 15.2749, -8.6221], [-19.7984, 16.4652, -2.1090], [-18.6223, 13.8804, -7.7086], [-25.3174, 18.4876, -6.3442], [-24.8586, 20.4229, -5.6115], [-20.5530, 17.7822, -0.7741], [-18.9999, 22.9916, -7.4342], [-27.5665, 21.0315, -5.4486], [-22.2674, 20.7045, -3.2920], [-24.8630, 19.2827, -9.3794], [-21.5650, 17.1417, -10.8785], [-26.4688, 18.5017, -5.0441], [-28.7999, 20.7196, -6.7042], [-23.2040, 19.5646, -4.7908], [-23.9216, 10.6039, -9.1432], [-22.1704, 11.6232, -0.8519], [-24.5797, 12.0736, -8.3637], [-22.2333, 14.3616, -0.2754], [-23.0593, 15.3199, -4.3307], [-18.6342, 21.2278, -7.9477], [-22.6200, 21.6865, -7.0708], [-21.8159, 20.4968, -6.4799], [-20.2686, 19.7361, -6.9828]]
}

(2)
{
  "formula": "C29H77BaN11O16",
  "method": "ωB97M-V with the def2-TZVPD basis set",
  "e_homo_ev": -7.402,
  "gap_ev": 5.76,
  "species": ["Ba", "O", "O", "O", "O", "O", "O", "O", "O", "O", "O", "O", "O", "O", "O", "O", "O", "N", "N", "N", "N", "N", "N", "N", "N", "N", "N", "N", "C", "C", "C", "C", "C", "C", "C", "C", "C", "C", "C", "C", "C", "C", "C", "C", "C", "C", "C", "C", "C", "C", "C", "C", "C", "C", "C", "C", "C", "H", "H", "H", "H", "H", "H", "H", "H", "H", "H", "H", "H", "H", "H", "H", "H", "H", "H", "H", "H", "H", "H", "H", "H", "H", "H", "H", "H", "H", "H", "H", "H", "H", "H", "H", "H", "H", "H", "H", "H", "H", "H", "H", "H", "H", "H", "H", "H", "H", "H", "H", "H", "H", "H", "H", "H", "H", "H", "H", "H", "H", "H", "H", "H", "H", "H", "H", "H", "H", "H", "H", "H", "H", "H", "H", "H", "H"],
  "xyz": [[0.5001, -4.0129, -2.5545], [-1.6905, -2.5662, -3.0503], [-5.1593, -0.1685, 1.1206], [3.7084, -1.7302, -4.1531], [1.7189, -2.0168, -1.2765], [-1.6418, 1.7429, -2.0188], [2.0981, 1.5823, 1.5832], [4.8530, -6.6021, 0.4950], [1.3831, 5.4317, -1.3782], [-1.9371, -4.5641, 1.6950], [7.0642, -0.5213, 0.7917], [-0.6944, -2.7517, -0.1978], [2.2879, 3.6922, 3.6172], [-0.4209, 0.6494, 2.8333], [-1.0969, 1.8625, 5.5157], [-3.6824, 2.5796, 3.7404], [-1.3481, 3.3718, 3.3105], [-5.2592, 1.2842, 4.6588], [4.8631, 0.1850, -4.5571], [3.4677, 0.0222, -2.7570], [5.2555, 0.8584, 0.9927], [0.9770, -2.0786, -4.5166], [-3.3467, 0.3092, 3.9933], [2.7026, 2.9968, -1.1061], [-0.2667, 3.8466, 0.7483], [2.6212, -5.5908, -1.0017], [-7.2359, 1.5981, 0.6432], [4.9565, -1.2937, 0.3781], [0.1899, 0.2304, -4.7828], [-0.0885, -1.7857, 0.3004], [1.4222, 0.5783, 1.2122], [-2.1910, 4.2006, -0.5504], [-0.4284, -1.1114, 1.4849], [-0.6391, 2.3822, -1.2562], [2.6856, 5.4193, -0.7797], [-4.0746, 1.4498, 4.0223], [-1.2569, 3.1088, -0.0447], [-1.4152, -1.5904, -4.0738], [-2.2964, 0.7267, -1.2431], [1.3637, -5.5090, 1.1050], [1.9225, -0.1385, 0.1390], [-8.6923, 0.3844, 2.1910], [0.1910, 0.0480, 1.9306], [4.6062, 3.9000, 0.0657], [-4.1813, -1.1380, 1.4080], [-6.4089, -0.4873, 1.6864], [0.0434, -1.0772, -3.9598], [5.8596, -0.3349, 0.6616], [1.2310, -1.3193, -0.3677], [5.8684, -7.3903, 1.0581], [2.7283, -5.6239, 0.4852], [4.0167, -0.5703, -3.8334], [-3.0642, -2.9118, -3.0318], [1.3804, 6.4336, -2.3780], [-7.2649, 0.7700, 1.8535], [3.0724, 4.0699, -0.1598], [3.5098, -6.8778, 0.8792], [2.8251, 6.1610, 0.0121], [-1.5483, 0.1348, -0.7100], [3.5782, -5.7762, -1.2981], [3.9607, -1.1343, 0.3553], [-9.3747, 1.1968, 2.4500], [2.7829, 0.3171, -0.3304], [-2.9702, 3.7409, -1.1602], [3.1988, -7.8044, 0.3866], [-2.1063, -0.7473, -4.0280], [2.8877, -0.6120, -2.2220], [-1.2477, 1.3598, 6.3229], [0.2116, -0.8931, -2.8981], [-6.8902, -1.2662, 1.0864], [-0.8279, 3.4256, 2.4803], [-1.6153, 4.9528, -1.0869], [-0.9880, -4.4293, 1.7553], [-0.4123, 1.0001, -4.2971], [1.8223, 3.3325, -1.4833], [-3.2100, -3.7737, -2.3826], [-2.8876, 1.1914, -0.4502], [6.7966, -7.3776, 0.4905], [3.4725, -7.0202, 1.9638], [5.8614, 1.5785, 1.3437], [-2.4332, 0.2291, 3.5643], [-6.8452, 1.3333, 2.6901], [-5.5419, 0.3919, 5.0210], [3.4304, 5.6551, -1.5453], [-1.6247, -2.2124, -4.9515], [4.2847, 0.8214, 1.2649], [-4.1980, -1.9452, 0.6668], [3.5621, 1.0026, -2.5411], [-3.8184, -0.5410, 4.2382], [-2.2351, 3.1184, 3.0275], [-7.4951, 2.5442, 0.8981], [-1.7003, 2.3045, 0.5469], [1.5384, 7.4243, -1.9466], [6.0936, -6.8932, 2.0093], [-1.0634, 1.1957, 4.8178], [-5.7238, 2.0986, 5.0189], [0.6073, 3.3310, 0.6607], [-2.9501, 0.2573, -1.9739], [1.8999, -1.6481, -4.4735], [0.3909, 6.3386, -2.8266], [1.4804, -5.5498, 2.1891], [3.3545, -4.7824, 0.7835], [2.5251, 3.9022, 0.7706], [-0.2106, 3.1443, -1.9146], [5.2248, 4.2592, -0.7561], [-4.2636, -1.5673, 2.4078], [3.2053, 3.9821, 3.6064], [-1.2625, -1.4882, 2.0598], [2.2284, 3.0483, 2.8954], [5.5661, -8.4149, 1.2871], [-8.7696, -0.4343, 2.9083], [-2.6737, 4.6153, 0.3357], [4.9962, 1.1339, -4.2537], [5.0478, -0.1734, -5.4776], [0.2126, 1.7497, -0.9784], [-0.2191, 0.0698, -5.7825], [-6.2688, 1.6704, 0.3445], [-0.0206, 4.7155, 0.2868], [5.3937, -2.1403, 0.0534], [-2.2139, -3.9907, 0.9727], [-3.3386, -3.2899, -4.0247], [2.1441, -6.4713, -1.1979], [2.5143, 2.1419, -0.5940], [-9.2326, 0.0422, 1.3018], [1.2330, 0.5324, -4.8564], [-3.1479, -0.7905, 1.4075], [1.0170, -4.4982, 0.8795], [4.8989, 4.5283, 0.9133], [-3.6924, -2.0459, -2.8255], [4.8267, 2.8769, 0.3642], [2.1203, 6.2621, -3.1641], [-6.3331, -0.8310, 2.7240], [0.6852, -6.2990, 0.7804], [0.7083, -2.2223, -5.4835]]
}

(3)
{
  "formula": "C29H77FO12Si",
  "method": "ωB97M-V with the def2-TZVPD basis set",
  "e_homo_ev": -8.041,
  "relative_energy_kcal_mol": 0.0,
  "gap_ev": 8.51,
  "species": ["Si", "F", "O", "O", "O", "O", "O", "O", "O", "O", "O", "O", "O", "O", "C", "C", "C", "C", "C", "C", "C", "C", "C", "C", "C", "C", "C", "C", "C", "C", "C", "C", "C", "C", "C", "C", "C", "C", "C", "C", "C", "C", "C", "H", "H", "H", "H", "H", "H", "H", "H", "H", "H", "H", "H", "H", "H", "H", "H", "H", "H", "H", "H", "H", "H", "H", "H", "H", "H", "H", "H", "H", "H", "H", "H", "H", "H", "H", "H", "H", "H", "H", "H", "H", "H", "H", "H", "H", "H", "H", "H", "H", "H", "H", "H", "H", "H", "H", "H", "H", "H", "H", "H", "H", "H", "H", "H", "H", "H", "H", "H", "H", "H", "H", "H", "H", "H", "H", "H", "H"],
  "xyz": [[-0.5651, -0.1973, -0.8782], [-0.1335, -3.5954, -0.7386], [2.8487, -8.9511, -7.3351], [1.3387, 2.7906, -4.5392], [-3.4145, -6.3469, 0.6543], [6.0258, 5.3504, 7.7351], [-5.6668, 1.3880, -2.4875], [-2.9453, -2.7199, -4.6634], [1.4519, 6.3297, 5.5569], [3.5459, 2.9733, 5.3984], [-3.9938, 1.4058, -1.0116], [-0.0087, 3.8656, 1.3154], [-5.2674, 2.5297, 1.3284], [-0.3033, -6.7218, -3.0913], [-0.2951, 5.1201, 3.3898], [1.4839, -7.1376, -4.7045], [0.8379, 0.7163, -1.7423], [1.9671, 1.1038, -0.7976], [-6.5907, 4.4669, 0.6747], [4.5199, -10.7151, -7.1152], [-1.3180, -3.7545, -1.4592], [2.8338, 6.6881, 5.6093], [-4.5644, 1.0560, -2.1851], [8.3622, 6.0503, 7.7942], [-4.0078, -3.6591, -4.8286], [0.0471, -6.7130, -4.4728], [2.9418, 3.3066, 6.6508], [3.2657, 7.0487, 7.0168], [-4.2355, -4.0078, -6.2865], [-1.4382, -1.3175, -2.1188], [-5.5167, 3.9027, 1.5872], [-0.6991, 2.9083, -5.8744], [3.0980, 1.6841, -1.2489], [-4.2641, -6.0410, 1.7554], [0.2355, 3.6109, -4.9069], [-0.8742, 4.1019, 2.4274], [2.1137, 2.1588, 7.1960], [3.6635, -9.6752, -6.4180], [-2.1648, -2.5106, -1.4611], [-3.6275, -5.0432, 2.7046], [7.3130, 5.0667, 8.2765], [-1.7672, 1.0137, -0.0803], [-2.6051, 1.8040, -1.0974], [-1.0659, 3.1557, 2.9461], [-5.8260, 3.9695, 2.6304], [0.0270, -1.0487, 0.1814], [0.9411, 7.0859, 5.8621], [-1.8166, 4.4523, 2.0068], [1.8449, 0.9042, 0.2684], [6.0921, 5.2925, 6.7759], [2.8392, 2.7658, 4.7795], [-0.1762, 2.6497, -6.7980], [-6.2881, 4.3859, -0.3718], [-2.5997, -6.7222, 1.0030], [-1.5506, 3.5412, -6.1286], [0.5357, 1.6474, -2.2180], [5.1517, -11.2450, -6.4011], [-4.9256, -3.2544, -4.3888], [3.7565, 3.5543, 7.3311], [-3.9476, 0.3951, -2.8146], [-2.5639, 2.8595, -0.8316], [-2.7002, -5.4437, 3.1211], [-5.1792, -5.6337, 1.3275], [-1.0696, 1.9804, -5.4357], [2.7330, 1.2702, 7.3245], [8.4593, 6.0083, 6.7067], [3.4526, 2.6069, -0.8007], [-4.5187, -6.9631, 2.2892], [-0.2834, 3.8528, -3.9794], [1.3080, 1.9013, 6.5039], [-5.0357, -4.7411, -6.3927], [2.3175, 4.1945, 6.5203], [-0.1070, 6.0628, 2.8748], [-4.9765, 2.4461, 0.4105], [-0.6804, -1.7077, -2.8042], [7.6032, 4.0440, 8.0134], [1.2544, 0.0358, -2.4977], [5.1567, -10.2419, -7.8631], [9.3363, 5.8316, 8.2335], [3.3920, 5.8230, 5.2504], [-7.5177, 3.9051, 0.7920], [0.6013, 4.5458, -5.3445], [3.0154, 7.5224, 4.9235], [-4.2987, -4.8033, 3.5304], [1.8290, 2.5706, -5.3373], [2.6980, 7.9056, 7.3895], [-1.1751, 1.7178, 0.5074], [-3.1819, -1.9214, -5.1459], [3.0869, 6.2154, 7.6956], [-0.9747, 5.3038, 4.2226], [3.8947, -11.4485, -7.6299], [-2.2423, 1.6826, -2.1226], [1.6532, -8.1371, -4.3011], [-6.7854, 5.5176, 0.8975], [-3.3245, -4.4166, -6.7247], [-3.3794, -4.1220, 2.1760], [1.7275, -7.1466, -5.7670], [-0.1204, -5.7103, -4.8833], [-2.1097, -0.7213, -2.7404], [2.2739, -9.5803, -7.7818], [8.0782, 7.0688, 8.0611], [0.2836, -6.1074, -2.6377], [-2.5289, -2.2502, -0.4631], [0.8301, 3.5387, 1.6557], [2.1720, -6.4575, -4.1953], [4.2875, -8.9351, -5.9188], [3.0297, -10.1515, -5.6620], [0.6561, 4.7804, 3.7982], [-1.8524, -4.6101, -1.0443], [4.3267, 7.2961, 7.0461], [-3.0392, -2.7534, -2.0701], [-1.0434, -3.9823, -2.4918], [-0.6410, -7.4005, -4.9635], [3.6543, 1.2214, -2.0581], [-4.5076, -3.1178, -6.8590], [-4.5866, 4.4750, 1.4733], [-2.4612, 0.4622, 0.5558], [-3.7194, -4.5439, -4.2619], [1.6693, 2.4187, 8.1577], [7.2044, 5.1206, 9.3589]]
}